1.
A 2-piece molecular cluster, C33H45N4O overall at a distorted geometry. Source: the Open Molecules 2025 dataset; level of theory: ωB97M-V with the def2-TZVPD basis set.

Output
2S+1: 1
HOMO-LUMO gap, hartree: 0.2033
Total charge: +1
E_HOMO, eV: -9.5296

The geometry in XYZ format:
```
83
C33H45N4O, DFT ωB97M-V with the def2-TZVPD basis set
O -2.441 1.646 -1.237
N -0.652 3.083 6.012
N -4.585 -3.424 -0.193
N -0.018 1.352 -2.339
N 6.343 -1.962 -2.449
C 0.530 2.514 3.970
C -3.533 -2.623 0.144
C 7.487 -1.858 -1.564
C -3.835 1.473 -1.020
C -0.333 0.747 2.504
C -1.418 1.226 4.658
C -2.191 -2.958 -0.191
C -2.696 -0.593 1.187
C -0.515 2.294 4.908
C -1.353 -0.922 0.884
C -1.890 3.150 6.760
C 0.404 3.960 6.472
C 5.079 -1.694 -2.022
C -0.743 2.521 -2.698
C -5.907 -3.236 0.364
C 3.568 -0.844 -0.308
C 2.447 -0.997 -1.173
C -1.266 0.437 3.533
C 2.680 -1.609 -2.436
C 1.124 -0.552 -0.784
C -4.506 -4.487 -1.169
C -2.236 2.400 -2.412
C 0.954 0.947 -3.271
C 4.849 -1.169 -0.721
C -0.427 2.757 -4.190
C -1.141 -2.151 0.216
C 3.955 -1.924 -2.865
C 0.823 1.907 -4.476
C -3.754 -1.421 0.865
C 0.568 1.811 2.777
C -0.261 -0.024 1.261
C 0.897 0.066 0.453
C 6.601 -2.503 -3.766
H -0.396 3.387 -2.098
H 1.706 0.707 0.812
H -6.430 -4.200 0.334
H -0.272 3.821 -4.400
H 0.294 -0.921 -1.392
H 1.718 2.535 -4.527
H 0.350 4.033 7.566
H 6.297 -3.559 -3.844
H -5.315 -4.367 -1.905
H -2.216 1.010 5.370
H 0.735 1.349 -5.415
H -0.123 -2.485 0.019
H 1.833 -1.827 -3.093
H -5.859 -2.894 1.403
H -2.741 1.914 -3.271
H -1.988 4.155 7.189
H 0.779 -0.088 -3.607
H 0.305 4.974 6.056
H -3.981 1.199 0.029
H 7.596 -0.838 -1.173
H -4.407 2.391 -1.251
H 1.384 3.561 6.190
H -1.908 -0.437 3.440
H 4.109 -2.357 -3.855
H -1.907 2.422 7.586
H 8.379 -2.117 -2.142
H 7.412 -2.543 -0.706
H -2.751 2.954 6.111
H 6.059 -1.932 -4.529
H -4.646 -5.462 -0.680
H -1.270 2.407 -4.800
H -2.913 0.345 1.699
H -3.548 -4.479 -1.692
H -4.219 0.657 -1.658
H -1.979 -3.877 -0.736
H 7.677 -2.430 -3.954
H 3.413 -0.461 0.701
H -2.649 3.421 -2.280
H 5.693 -1.020 -0.047
H 1.981 0.970 -2.876
H 1.308 2.116 2.040
H -4.766 -1.134 1.152
H 1.283 3.276 4.171
H -0.139 0.993 -1.406
H -6.499 -2.512 -0.216
```

2.
C33H46F5IrN9O3PSe as an isolated structure. Source: the Open Molecules 2025 dataset; level of theory: ωB97M-V with the def2-TZVPD basis set.

Output
Relative energy (zero: lowest compared OMol25 entry of this formula, charge and spin), kJ/mol: 0.0
2S+1: 5
HOMO-LUMO gap (spin up / spin down), hartree: 0.2357 / 0.1577
E_HOMO (spin up / spin down), eV: -6.1463 / -6.4000

The geometry in XYZ format:
```
99
C33H46F5IrN9O3PSe, DFT ωB97M-V with the def2-TZVPD basis set
Ir 0.317 -0.129 -0.968
Se 2.576 2.212 -3.982
P -0.779 -0.901 2.043
F 7.247 5.853 -5.057
F 4.985 6.863 -3.965
F 7.408 3.229 -5.698
F 5.339 1.608 -5.244
F 2.891 5.275 -3.505
O 2.421 -0.257 -1.618
O 0.347 0.183 -3.564
O 2.355 0.552 0.298
N 0.007 4.068 -2.291
N 0.254 2.132 -1.283
N 0.297 -1.962 2.759
N -0.781 -0.719 0.520
N 3.081 0.190 -0.637
N -0.772 -2.457 -1.959
N -0.454 0.498 2.899
N -2.245 -1.540 2.512
N -1.068 -1.288 -4.545
C -0.410 5.052 -3.269
C 1.725 -1.612 2.656
C 1.043 3.066 -0.648
C -0.006 -3.400 2.629
C -0.571 -3.450 -1.101
C 1.223 -4.231 2.958
C -1.969 -2.345 -2.531
C -1.547 -4.384 -0.783
C -0.824 2.923 4.440
C -2.630 -1.537 3.921
C -4.642 -1.391 2.059
C 0.118 -0.637 -4.446
C 2.368 -3.950 1.978
C 5.056 5.565 -4.265
C -2.093 -1.214 -3.521
C 0.900 4.268 -1.264
C -0.344 2.768 -2.265
C -3.764 -2.525 4.149
C 1.126 -0.941 -5.524
C 5.210 2.886 -4.907
C -1.362 2.781 3.019
C 0.087 0.588 4.250
C 6.213 5.052 -4.825
C -2.795 -4.253 -1.363
C -3.293 -1.871 1.545
C -5.019 -2.115 3.362
C 2.422 -2.459 1.602
C -0.519 1.792 2.225
C 6.291 3.710 -5.151
C 4.026 3.361 -4.335
C 3.987 4.724 -4.030
C -3.014 -3.212 -2.254
C -0.719 1.555 5.111
H -1.369 3.748 2.509
H 0.503 2.190 2.123
H 1.808 -0.558 2.396
H -0.911 1.648 1.222
H -1.096 4.581 -3.969
H -5.410 -1.540 1.297
H 0.410 -3.489 -0.637
H -1.965 -0.266 -2.999
H 1.128 0.948 4.196
H -4.573 -0.312 2.231
H 2.239 -4.558 1.077
H 0.176 3.374 4.395
H 1.201 -2.017 -5.697
H 0.118 -0.404 4.695
H -1.013 2.327 -2.986
H -5.652 -1.469 3.976
H -3.425 -3.514 3.827
H 1.920 -2.274 0.648
H -1.447 3.597 5.031
H -3.077 -1.215 -3.989
H 0.456 5.419 -3.818
H -1.722 1.144 5.264
H -0.345 -3.643 1.611
H 0.826 -0.464 -6.459
H -2.396 2.419 3.047
H -1.763 -1.805 4.532
H 3.451 -2.118 1.472
H 1.535 -4.008 3.982
H -1.325 -5.183 -0.088
H -5.612 -3.004 3.138
H 1.365 5.224 -1.091
H -3.977 -3.076 -2.731
H -3.331 -2.956 1.367
H -0.917 5.884 -2.784
H 3.314 -4.266 2.424
H -3.982 -2.600 5.215
H 2.093 -0.549 -5.221
H 1.668 2.794 0.186
H -2.945 -0.536 4.245
H -0.251 1.641 6.095
H -0.826 -3.661 3.300
H 0.953 -5.288 2.944
H -3.589 -4.953 -1.131
H -3.034 -1.404 0.598
H 2.208 -1.742 3.632
H -1.120 -2.043 -5.208
```

3.
A 3-piece molecular cluster, C33H46N4O4 overall at a distorted geometry. Source: the Open Molecules 2025 dataset; level of theory: ωB97M-V with the def2-TZVPD basis set.

Output
Relative energy (zero: lowest compared OMol25 entry of this formula, charge and spin), kJ/mol: 1258.3
2S+1: 1
SMILES: COCCCCCCCCC[C@]1(C(=O)[O-])NCC[NH2+][C@H]1CC(=O)c1ccccc1.c1ccncc1.c1ccncc1
HOMO-LUMO gap, hartree: 0.2700
E_HOMO, eV: -7.8649

The geometry in XYZ format:
```
87
C33H46N4O4, DFT ωB97M-V with the def2-TZVPD basis set
O 7.374 -1.104 0.255
O -0.782 0.609 0.866
O -1.487 1.221 -1.213
O -5.328 -0.735 3.442
N 2.834 -4.580 -0.467
N -3.754 2.824 -0.372
N 3.556 1.369 -3.903
N -5.033 2.048 1.989
C -5.517 -2.183 1.447
C -5.285 -3.680 1.824
C 2.457 -0.771 -3.809
C 1.784 -4.611 -1.303
C -3.696 -0.162 1.565
C -4.985 2.024 -0.603
C 1.534 2.724 0.160
C 0.670 -2.841 -0.164
C 2.545 0.578 -3.506
C -5.872 2.084 0.738
C -2.104 3.496 1.372
C -1.680 1.312 0.059
C -4.879 -0.951 2.286
C 4.523 -0.545 -4.996
C 5.914 -1.152 0.140
C 5.330 -0.046 1.156
C 4.150 0.795 0.416
C 1.741 -2.790 0.716
C -6.762 -4.353 -0.401
C 0.582 3.467 1.215
C 0.688 -3.769 -1.196
C -0.815 4.003 0.558
C -5.935 -4.743 0.876
C 7.792 -1.727 1.506
C 3.065 3.254 0.205
C -6.997 -2.863 -0.738
C 4.522 0.793 -4.637
C -3.686 1.418 1.824
C -2.864 2.233 0.678
C 2.792 -3.673 0.522
C 3.468 -1.340 -4.571
C -6.362 -1.792 0.191
C 4.065 2.285 0.996
H -2.816 4.408 1.451
H -4.785 0.931 -0.899
H -2.710 -0.575 2.010
H 3.038 4.248 0.794
H -6.509 -0.685 -0.065
H 1.568 1.612 0.423
H -7.203 -5.138 -1.094
H -1.762 3.249 2.434
H 3.434 -2.393 -4.830
H 3.416 3.435 -0.865
H 4.869 -0.605 2.053
H -0.131 -3.837 -1.902
H -0.863 3.840 -0.572
H -6.740 1.330 0.758
H 1.095 4.306 1.807
H -4.857 3.046 2.244
H 3.886 2.242 2.131
H 3.170 0.250 0.699
H 3.654 -3.667 1.182
H 0.263 2.683 1.999
H 5.582 -0.866 -0.914
H 1.778 1.069 -2.916
H 5.125 2.743 0.877
H 6.902 -2.065 2.155
H 1.136 2.779 -0.922
H -6.383 3.124 0.733
H 1.842 -5.355 -2.091
H -4.659 -3.970 2.736
H -5.595 2.483 -1.456
H 5.328 -0.956 -5.593
H 4.224 0.773 -0.723
H 8.401 -0.950 2.091
H -3.111 1.602 2.803
H 6.122 0.716 1.511
H -3.756 -0.409 0.441
H 1.619 -1.362 -3.460
H -5.612 1.661 2.753
H -5.804 -5.866 1.046
H 5.540 -2.201 0.393
H -3.244 3.032 -1.241
H -7.574 -2.484 -1.647
H 1.760 -2.079 1.533
H 8.428 -2.669 1.295
H 5.326 1.454 -4.942
H -0.171 -2.165 -0.046
H -0.777 5.153 0.704
```

| no. | E_tot (eV) |
| --- | --- |
| 1 | -42951.11969 |
| 2 | -145578.47460 |
| 3 | -49107.34739 |